Here is a cluster of 13 separate species, C30H91N5O15 in total from the Open Molecules 2025 dataset. Energies are from ωB97M-V with the def2-TZVPD basis set.

CARTESIAN COORDINATES (ANGSTROEM)
C 4.13 -3.46 -4.26
H 5.11 3.68 -1.12
H -3.47 -6.83 -1.69
C 4.51 3.21 -1.90
H 6.78 6.22 4.69
O -1.74 -3.34 9.33
C -4.57 2.63 3.32
H 4.32 0.95 3.81
H -5.38 0.68 -5.19
H -6.77 2.60 1.01
H 5.71 8.44 2.73
C -5.12 2.48 1.90
H 4.87 7.17 5.39
H 0.13 4.11 -2.76
H 3.64 2.58 4.01
C 5.04 -4.37 -5.17
H 3.46 -4.39 1.43
H -5.14 1.98 3.98
N -1.96 -0.92 7.74
H -0.94 0.05 -6.90
H -3.37 -2.18 9.64
O -6.43 2.96 1.83
C -5.51 -6.57 0.49
H 2.20 8.40 1.88
C -3.15 -1.01 -11.10
H -6.86 -5.87 1.84
H 3.67 3.90 -2.00
H -6.29 -7.05 -1.53
H 5.25 6.71 2.92
C -6.60 -6.96 -0.49
H -0.50 -1.54 -7.39
H 3.72 -4.32 -6.85
C -1.13 7.29 5.14
H 2.77 6.74 2.19
O -0.31 8.44 5.31
H 2.33 1.21 5.46
H -6.77 -7.45 1.75
H -0.67 6.57 4.46
C -3.22 -5.79 -1.54
H 1.51 -7.23 -5.69
C -1.37 -0.91 -7.19
H 3.48 -4.58 3.95
H 2.78 -7.30 -6.96
O -3.17 2.38 3.44
H -3.91 -1.57 7.33
C 2.14 -6.65 -6.36
H 0.60 3.85 -4.81
C 5.13 7.72 3.31
N -1.41 0.44 -11.91
H -2.44 -5.75 -0.77
H 3.23 -3.98 -3.95
H -0.70 0.62 -9.11
O 3.76 8.20 3.23
O 3.58 -3.78 3.44
C -0.42 -0.09 0.04
O 3.83 0.08 6.22
C 4.19 -4.18 2.22
H 7.06 7.07 5.96
H -4.28 0.93 -3.81
H 0.15 -0.78 0.67
C -1.27 -0.22 -9.51
H 5.52 -5.18 -4.62
C 5.59 7.77 4.82
H -3.93 -5.17 0.87
H -2.19 -0.24 8.45
H -1.93 -1.31 -6.34
C -2.46 -2.77 6.32
H -2.61 -1.95 -11.11
H -3.06 -3.68 6.19
H -5.81 1.75 -3.77
H 6.10 9.21 6.41
O 5.48 2.19 4.87
H 3.65 -0.53 5.50
H 0.85 5.61 -4.58
N 6.04 -3.53 -5.84
H -0.27 -4.80 9.07
H -3.85 -1.11 -10.27
C 4.19 1.78 4.51
C 5.59 9.20 5.45
C -5.32 0.83 -4.11
H -0.43 1.56 1.19
H -5.24 -0.88 -3.38
C 3.08 7.77 2.00
H -1.33 6.89 6.14
O -5.93 -0.21 -3.38
H -1.22 -1.38 8.26
H -2.79 0.99 -10.37
H -1.36 -4.68 7.74
H -1.43 -3.09 6.21
H 4.63 -3.13 -3.35
C -2.94 -2.00 7.56
H -2.85 -5.33 -2.45
C 4.14 -5.10 -6.21
H 3.78 -2.59 -4.81
H 3.81 7.82 1.19
H -4.78 -7.38 0.51
H -3.73 -3.61 8.75
H -1.97 -5.34 9.30
O 3.04 -5.86 -5.55
H 6.00 2.59 -3.11
H -5.47 -4.41 0.46
H -2.66 -2.07 5.51
H 6.12 9.92 4.83
H -2.02 0.52 -12.71
C -4.80 -5.23 0.22
H -7.00 -7.95 -0.24
N -6.19 -6.63 1.78
C -2.19 0.15 -10.71
H 5.55 -2.68 -6.06
H -4.54 3.00 1.14
H 6.01 1.41 5.05
O -0.49 4.53 -3.36
O 5.12 2.97 -3.19
H -7.43 -6.27 -0.37
H -1.50 -0.23 0.16
N 6.94 7.18 4.96
H 3.37 2.06 6.54
H -2.08 7.48 4.64
H 4.84 -3.41 1.81
H -0.55 5.06 -5.44
C 0.12 4.80 -4.62
H -0.07 -0.19 -0.99
H -0.96 -0.43 -12.15
O -2.11 -0.74 -8.44
H 4.79 -5.06 2.46
O -0.11 1.22 0.35
C -1.32 -4.60 8.82
C 3.38 1.34 5.73
H 4.61 9.62 5.66
H 6.23 -3.93 -6.75
H 0.38 8.49 4.65
O -4.36 -5.03 -1.17
H -4.83 3.62 3.70
H -5.14 1.41 1.69
H -3.59 -0.86 -12.08
H 1.50 -6.09 -7.05
H 3.96 2.35 -1.52
H 4.76 -5.74 -6.83
C -2.98 -2.82 8.85
H -0.50 -0.95 -9.75
H -3.02 1.87 4.24

Calculated values
**Kohn-Sham gap**: 9.3 eV
**Charge**: 0
**Multiplicity**: 1

Atomic partial charges in e from the Löwdin method, atoms 1 to 99: -0.0505, 0.0739, 0.0806, -0.1506, 0.0583, -0.1923, -0.2458, 0.1166, 0.0764, 0.0895, 0.1208, -0.2731, 0.1241, 0.0679, 0.1170, -0.4109, 0.0722, 0.1184, 0.0236, 0.0756, 0.1206, -0.0576, -0.4515, 0.0817, -0.0683, 0.0663, 0.0639, 0.0731, 0.1132, -0.0744, 0.0767, 0.1157, -0.1645, 0.0784, -0.1198, 0.1106, 0.0618, 0.0729, -0.1225, 0.0826, -0.0851, 0.0680, 0.0768, -0.0640, 0.1347, -0.0902, 0.0745, -0.1809, 0.0188, 0.0833, 0.0645, 0.1148, -0.2270, -0.1288, -0.1819, -0.0681, -0.1634, 0.0632, 0.0741, 0.0734, -0.1767, 0.1288, -0.4082, 0.1164, 0.0669, 0.0819, -0.0770, 0.0767, 0.0748, 0.0781, 0.0648, -0.0631, 0.0786, 0.0708, 0.0312, 0.0889, 0.0700, -0.2552, -0.0615, -0.1733, 0.0759, 0.0672, -0.0724, 0.0775, -0.1225, 0.0607, 0.1339, 0.0658, 0.0715, 0.0703, -0.4146, 0.0883, -0.1712, 0.0710, 0.0810, 0.1295, 0.1178, 0.0884, -0.2225

***

Here is a structure of composition C4H4N2O from the Open Molecules 2025 dataset. Energies are from ωB97M-V with the def2-TZVPD basis set.

CARTESIAN COORDINATES (ANGSTROEM)
H -0.15 -2.18 1.27
C 0.29 -0.68 -1.15
H 0.18 1.48 1.22
N -0.35 0.87 0.16
C -0.01 1.50 -1.07
C -0.11 -1.08 1.35
C -0.04 -0.41 0.22
H 0.20 -1.76 -1.19
H -0.52 -0.75 2.41
O 0.22 2.71 -1.40
N 0.27 0.29 -1.80

Calculated values
**Kohn-Sham gap**: 8.9 eV
**Charge**: 0
**Multiplicity**: 1

Now the Löwdin charges, all in e: 0.0646, -0.1547, 0.3104, 0.0791, -0.3705, 0.0627, -0.4584, 0.1371, 0.1167, 0.0481, 0.1649

***

Here is a structure of composition C38H55NO2P2Ru from the Open Molecules 2025 dataset. Energies are from ωB97M-V with the def2-TZVPD basis set.

CARTESIAN COORDINATES (ANGSTROEM)
H -3.07 1.32 -2.79
C 0.43 -3.03 -0.19
C -0.08 0.81 -2.98
C 0.66 -1.48 1.55
H 0.75 -0.34 3.34
H 3.13 -2.61 -0.61
H -1.67 2.05 7.16
H 2.32 -1.01 2.80
C -2.32 4.93 5.39
H -2.59 -4.03 0.55
C -1.78 2.78 6.35
H 0.67 2.67 6.71
C -2.83 0.70 -1.91
P -1.37 -0.26 -2.23
C -1.91 -0.45 -6.57
Ru -0.01 -0.95 -0.54
H 2.38 2.36 6.46
H 0.33 2.79 -6.02
H 3.10 1.41 -0.78
H -0.94 1.41 -8.41
N -1.01 1.03 4.86
H 2.37 2.44 -2.07
H -3.67 0.02 -1.68
C 1.10 0.66 6.09
C -2.18 -3.28 -0.15
H -2.63 -2.05 -3.21
H -1.86 -0.39 2.47
H 3.37 -2.73 1.15
C -1.67 -1.56 -3.42
H -1.95 -1.96 3.25
C 2.16 1.73 -1.25
C 0.75 -4.09 -1.17
H -2.51 1.42 -5.80
C -1.77 4.54 4.15
C 0.50 -2.09 5.87
H 0.11 0.58 -4.04
H -2.67 -0.98 -5.99
H -2.05 -3.73 -1.14
H 1.31 2.52 5.07
C -1.34 3.22 3.97
H -1.50 2.75 -7.41
H -1.21 0.80 3.86
H 4.10 -0.73 6.98
C -0.73 -1.86 1.46
H 1.60 0.40 1.95
H 2.57 -2.39 6.40
C -1.15 -1.30 -7.54
H -2.65 1.34 -1.03
H 0.26 -0.11 -8.72
H 0.95 -5.05 -0.67
H -1.46 -1.48 5.22
C -1.85 0.89 -6.49
H 3.93 0.79 6.09
H -2.77 5.92 5.51
C 1.38 -2.19 0.52
H 3.36 -0.80 -2.49
H 0.27 -3.16 5.85
H -2.83 -1.61 1.73
C -0.89 -2.72 0.32
H 0.79 -1.74 -8.31
H -0.32 1.87 -2.83
C 1.36 -0.55 2.46
H -0.09 -4.25 -1.85
C 1.17 0.85 -6.24
H 3.22 -1.14 0.38
C -2.29 4.05 6.49
H 1.65 -3.83 -1.74
H -1.67 -1.15 -4.44
C -1.35 2.36 5.08
O -1.08 1.42 2.46
C 3.45 0.13 6.83
H 1.02 2.51 -7.62
H -1.07 -2.31 -7.12
H -0.88 -2.32 -3.36
C -0.47 -1.16 5.56
C -1.01 1.76 -7.37
H 1.90 1.10 -5.45
C 2.36 -0.74 -2.94
C 0.44 2.03 -6.81
P 1.33 0.30 -1.90
H 1.53 2.22 -0.48
H 1.94 -1.75 -2.97
H -1.68 5.22 3.29
C 1.13 -0.38 -6.73
H 1.79 -1.16 -6.31
H -2.93 -2.47 -0.24
C 0.30 -0.84 -7.90
C 2.07 -0.30 6.39
C 1.39 2.12 6.10
H 3.42 0.68 7.77
C -0.17 0.22 5.60
O -0.16 3.39 1.89
C 2.86 -2.18 0.35
C 1.78 -1.66 6.23
H 2.42 -0.34 -3.96
H -1.72 -1.40 -8.49
C -1.89 -1.46 2.28
H -2.69 4.33 7.46
C -0.80 2.67 2.67

Calculated values
**Kohn-Sham gap (spin up / spin down)**: 5.0 / 5.7 eV
**Charge**: +1
**Multiplicity**: 6

Now the Löwdin charges, all in e: 0.0491, -0.3252, -0.4528, -0.2777, 0.0533, 0.0679, 0.1329, 0.0981, -0.0295, 0.0989, -0.0143, 0.0823, -0.2571, 0.6644, -0.1497, 1.0066, 0.0800, 0.1060, 0.0512, 0.1056, 0.1893, 0.0535, 0.0528, -0.1355, -0.0529, 0.0610, 0.0469, 0.0964, -0.2390, 0.0789, -0.2535, -0.0289, 0.1042, 0.0162, -0.0517, 0.0232, 0.0940, 0.0671, 0.1099, -0.0495, 0.1133, 0.0878, 0.0804, -0.2494, 0.0950, 0.1214, -0.1733, 0.0523, 0.1053, 0.1035, 0.1098, -0.1085, 0.0901, 0.1158, -0.3714, 0.0546, 0.1179, 0.0835, -0.3647, 0.1116, 0.0709, -0.0209, 0.0707, -0.1546, 0.0734, -0.0497, 0.0693, -0.0028, -0.2016, -0.0882, -0.0427, 0.1256, 0.1091, 0.0417, -0.0184, -0.1886, 0.0903, -0.2387, -0.1739, 0.6668, 0.0479, 0.0364, 0.1324, -0.1108, 0.1051, 0.0694, -0.1853, -0.2119, -0.0036, 0.0946, -0.1864, 0.0292, -0.0498, -0.0139, 0.0209, 0.1264, -0.0224, 0.1121, -0.5758

***

Here is a cluster of 2 separate species, C10H10N2O2 in total from the Open Molecules 2025 dataset. Energies are from ωB97M-V with the def2-TZVPD basis set.

CARTESIAN COORDINATES (ANGSTROEM)
N 4.43 0.35 -0.50
C -1.98 -0.87 0.57
H -2.20 0.66 2.26
C -3.52 -0.71 -1.21
H 1.67 2.34 -0.18
O 4.68 -1.77 0.32
H -3.95 -1.27 -2.02
C -4.19 0.38 -0.57
C -2.55 -1.37 -0.52
H -2.21 -2.41 -0.76
C 2.35 1.54 -0.11
C -3.70 0.76 0.65
H -5.08 0.90 -1.07
C -2.56 0.21 1.25
C 3.95 -0.83 0.13
C 1.69 0.23 0.15
C 3.69 1.54 -0.42
H -4.48 1.47 1.24
H 5.46 0.34 -0.67
H -1.04 -1.30 0.99
H 2.23 -1.81 0.45
H 4.21 2.45 -0.63
N 2.56 -0.89 0.25
O 0.54 0.08 0.39

Calculated values
**SMILES**: O=c1cc[nH]c(=O)[nH]1.c1ccccc1
**Kohn-Sham gap**: 9.3 eV
**Charge**: 0
**Multiplicity**: 1

Now the Löwdin charges, all in e: 0.1000, -0.1605, 0.1318, -0.0922, 0.0970, 0.0925, 0.0919, -0.1114, -0.1538, 0.1244, 0.0247, -0.1550, 0.1220, -0.0870, -0.5003, -0.4386, -0.0646, 0.1421, 0.1764, 0.1029, 0.1540, 0.1143, 0.2025, 0.0869

***

What are the relative energy (zero: lowest compared OMol25 entry of this formula, charge and spin) values for these records? In order: 276.7; 414.3; 0.0; 167.2 kJ/mol.